Here is C7H11LaO6 as an isolated structure at a distorted geometry from the Open Molecules 2025 dataset. Energies are from the ωB97M-V functional and the def2-TZVPD basis.

```
25
Properties=species:S:1:pos:R:3:forces:R:3:mulliken_charge:R:1
H -4.324 1.034 1.755 0.1340 -0.1822 0.2142 0.30
C -5.071 6.924 -2.452 0.0032 0.9811 -0.0971 -0.17
O -2.066 2.428 1.499 0.8504 1.6064 -0.8973 -0.78
H -1.733 2.673 -3.013 0.7227 0.1064 0.4717 0.56
O -2.412 0.221 1.807 1.1649 0.5817 -0.8605 -0.25
O -4.715 5.600 -2.940 0.1823 -0.7672 -0.9828 -0.24
H -4.071 -0.460 2.739 0.1255 0.2787 -0.1965 0.22
H -0.620 4.141 -2.827 -1.0961 2.2329 0.6560 0.34
C -3.657 0.510 2.448 -0.8205 0.1650 0.5068 -0.59
C -1.422 4.684 -1.772 3.0508 -6.1146 0.5277 -1.28
O -3.249 3.998 -3.039 0.6541 -2.1509 -1.0722 -0.32
C -3.465 5.311 -3.037 0.3869 1.8669 2.8289 0.84
O -2.521 6.054 -2.740 -1.1117 0.9764 -2.2155 -0.53
O -0.562 0.968 0.857 1.6469 1.2095 -1.4210 -0.76
H -4.635 7.032 -1.451 -0.0733 -0.0976 -0.1936 0.28
C -1.697 1.225 1.359 -0.7632 -0.6408 1.2984 1.11
H -1.935 5.341 -1.056 0.2332 0.0826 -0.6178 0.48
H -6.977 6.899 -3.460 0.1055 0.0334 0.2848 0.33
C -1.950 3.664 -2.613 -2.5153 2.5830 1.1813 0.20
H -4.610 7.668 -3.113 -0.1034 -0.2108 0.1569 0.32
C -6.573 7.026 -2.448 -0.1990 -0.0430 -0.0252 -1.19
H -3.490 1.114 3.347 -0.0159 -0.1033 -0.2624 0.31
H -6.851 8.027 -2.091 0.0544 -0.2707 -0.0752 0.38
La 0.119 3.347 0.263 -2.7131 -2.3326 0.9682 2.13
H -7.022 6.278 -1.783 0.0969 0.2095 -0.1777 0.33
```
Forces are in eV/Å.

The calculation puts the lowest unoccupied orbital energy at -9.34 eV. The value obtained for the energy relative to the best compared isomer or geometry (same formula, charge and spin) is 308.1 kJ/mol. Its total energy is -20560.2578 eV. The spin multiplicity is 1. The calculation puts the HOMO-LUMO gap at 7.032 eV. The maximum force is 6.85 eV Å⁻¹. Its charge is +2.